a | # C5H11O2

A cluster of 2 separate species, C5H11O2 in total (ωB97M-V/def2-TZVPD, OMol25).

## Properties
- HOMO-LUMO gap (eV) = 7.344
- charge = -1
- HOMO (eV) = -3.8
- LUMO (eV) = 3.51

Bonds (Å) are listed after each position.
Cartesian coordinates (Å):
1 C -1.50 0.28 -0.03  C2 1.526, C3 1.544, H4 1.095, H5 1.090
2 C -2.93 -0.13 0.29  C1 1.526, H6 1.093, H7 1.087, H10 1.092
3 C -0.57 -0.01 1.17  C1 1.544, H8 1.086, H9 1.089, H11 1.098
4 H -1.01 -0.34 -0.79  C1 1.095
5 H -1.44 1.30 -0.42  C1 1.090
6 H -3.39 0.61 0.95  C2 1.093
7 H -2.95 -1.10 0.77  C2 1.087
8 H -0.82 -0.97 1.60  C3 1.086
9 H 0.47 0.05 0.86  C3 1.089
10 H -3.55 -0.12 -0.61  C2 1.092
11 H -0.64 0.77 1.95  C3 1.098
12 C 2.54 0.55 -0.55  C13 1.562, H16 1.089, H17 1.089, H18 1.093
13 C 2.84 -0.86 -1.16  C12 1.562, O14 1.252, O15 1.247
14 O 2.97 -0.87 -2.41  C13 1.252
15 O 2.81 -1.80 -0.34  C13 1.247
16 H 2.95 0.66 0.45  C12 1.089
17 H 1.45 0.58 -0.55  C12 1.089
18 H 2.78 1.40 -1.19  C12 1.093

***

b | # C5H11O2

A cluster of 2 separate species, C5H11O2 in total (ωB97M-V/def2-TZVPD, OMol25).

## Properties
- HOMO-LUMO gap (eV) = 7.313
- charge = -1
- HOMO (eV) = -3.6
- LUMO (eV) = 3.74

Bonds (Å) are listed after each position.
Cartesian coordinates (Å):
1 C -1.34 0.08 -0.51  C2 1.467, C3 1.523, H4 1.187, H5 1.143
2 C -0.58 -0.95 -1.23  C1 1.467, H6 1.103, H7 1.079, H10 1.139
3 C -2.56 -0.20 0.35  C1 1.523, H8 1.134, H9 1.090, H11 1.049
4 H -0.53 0.41 0.29  C1 1.187
5 H -1.47 0.95 -1.25  C1 1.143
6 H -0.97 -1.41 -2.15  C2 1.103
7 H -0.29 -1.80 -0.64  C2 1.079
8 H -3.37 -0.52 -0.38  C3 1.134
9 H -2.51 -0.90 1.19  C3 1.090
10 H 0.34 -0.55 -1.76  C2 1.139
11 H -2.83 0.76 0.68  C3 1.049
12 C 2.25 1.17 0.46  C13 1.522, H16 0.980, H17 1.120, H18 1.123
13 C 2.49 -0.13 1.21  C12 1.522, O14 1.229, O15 1.242
14 O 3.59 -0.69 1.14  C13 1.229
15 O 1.57 -0.51 1.95  C13 1.242
16 H 1.95 1.90 1.05  C12 0.980
17 H 1.28 0.94 -0.05  C12 1.120
18 H 2.97 1.46 -0.35  C12 1.123

***

Which of them is the most stable? Correct choice: a.

***

a | # C5H11O2

The ion C5H11O2 with charge -1 (ωB97M-V/def2-TZVPD, OMol25).

## Properties
- HOMO-LUMO gap (eV) = 6.324
- charge = -1
- HOMO (eV) = -2.2
- LUMO (eV) = 4.08

Bonds (Å) are listed after each position.
Cartesian coordinates (Å):
1 O 2.10 0.06 -0.50  C2 1.378
2 C 1.16 0.62 -1.34  O1 1.378, C3 1.577, H8 1.160, H9 1.205
3 C 0.05 -0.48 -1.54  C2 1.577, C4 1.502, H10 1.071, H11 1.153
4 C -0.64 -1.04 -0.32  C3 1.502, C5 1.544, H12 1.061, H13 1.085
5 C -1.16 -0.01 0.71  C4 1.544, C6 1.484, H14 1.071, H15 1.172
6 C -0.04 0.50 1.54  C5 1.484, O7 1.466, H16 1.141, H17 1.154
7 O 0.88 -0.46 2.17  C6 1.466, H18 0.933
8 H 1.30 0.80 -2.48  C2 1.160
9 H 0.55 1.59 -0.94  C2 1.205
10 H 0.47 -1.26 -2.14  C3 1.071
11 H -0.74 0.07 -2.18  C3 1.153
12 H -1.59 -1.35 -0.66  C4 1.061
13 H -0.19 -1.92 0.13  C4 1.085
14 H -1.64 0.72 0.11  C5 1.071
15 H -2.00 -0.39 1.44  C5 1.172
16 H 0.57 1.37 1.12  C6 1.141
17 H -0.57 0.99 2.44  C6 1.154
18 H 1.48 0.19 2.45  O7 0.933

***

b | # C5H11O2

A cluster of 2 separate species, C5H11O2 in total (ωB97M-V/def2-TZVPD, OMol25).

## Properties
- HOMO-LUMO gap (eV) = 7.900
- charge = -1
- HOMO (eV) = -3.9
- LUMO (eV) = 3.97

Bonds (Å) are listed after each position.
Cartesian coordinates (Å):
1 C -1.60 -2.14 -0.88  C2 1.532, H3 1.110, H4 1.117, H5 1.096
2 C -0.20 -2.76 -0.82  C1 1.532, H6 1.088, H7 1.099, H8 1.089
3 H -2.24 -2.33 0.01  C1 1.110
4 H -1.70 -1.03 -0.92  C1 1.117
5 H -2.03 -2.61 -1.77  C1 1.096
6 H 0.42 -2.33 -0.04  C2 1.088
7 H 0.31 -2.58 -1.77  C2 1.099
8 H -0.33 -3.81 -0.55  C2 1.089
9 C 1.30 0.81 0.05  C10 1.538, C11 1.592, H14 1.081, H15 1.094
10 C 1.85 0.26 1.38  C9 1.538, H16 1.102, H17 1.094, H18 1.079
11 C -0.16 1.44 0.10  C9 1.592, O12 1.263, O13 1.235
12 O -0.96 0.89 -0.71  C11 1.263
13 O -0.36 2.35 0.92  C11 1.235
14 H 1.92 1.65 -0.21  C9 1.081
15 H 1.31 0.04 -0.73  C9 1.094
16 H 1.66 -0.82 1.49  C10 1.102
17 H 1.22 0.68 2.16  C10 1.094
18 H 2.87 0.54 1.56  C10 1.079

***

c | # C5H11O2

The ion C5H11O2 with charge -1 (ωB97M-V/def2-TZVPD, OMol25).

## Properties
- HOMO-LUMO gap (eV) = 6.020
- charge = -1
- HOMO (eV) = -2.2
- LUMO (eV) = 3.77

Bonds (Å) are listed after each position.
Cartesian coordinates (Å):
1 O 3.10 0.20 -0.58  C2 1.336
2 C 1.98 0.24 0.15  O1 1.336, C3 1.559, H8 1.115, H9 1.128
3 C 0.97 -0.89 -0.25  C2 1.559, C4 1.538, H10 1.083, H11 1.093
4 C -0.33 -0.99 0.56  C3 1.538, C5 1.536, H12 1.093, H13 1.090
5 C -1.06 0.34 0.76  C4 1.536, C6 1.515, H14 1.090, H15 1.087
6 C -1.28 1.12 -0.51  C5 1.515, O7 1.441, H16 1.083, H17 1.095
7 O -1.98 0.33 -1.49  C6 1.441, H18 0.965
8 H 1.43 1.21 0.12  C2 1.115
9 H 2.19 0.03 1.24  C2 1.128
10 H 1.53 -1.80 -0.10  C3 1.083
11 H 0.82 -0.86 -1.33  C3 1.093
12 H -1.02 -1.72 0.14  C4 1.093
13 H -0.03 -1.33 1.55  C4 1.090
14 H -0.49 0.93 1.48  C5 1.090
15 H -2.06 0.15 1.16  C5 1.087
16 H -0.40 1.51 -1.00  C6 1.083
17 H -1.94 1.97 -0.30  C6 1.095
18 H -1.42 -0.45 -1.60  O7 0.965

***

Which of them is the most stable? Correct choice: b.